Record 1
Molecular formula: C4H4N2O2
Method: DFT, ωB97M-V with the def2-TZVPD basis set

The strongest force on any atom comes out at 13.86 eV/A. The value obtained for the energy is -414.587234 hartree. For the gap between HOMO and LUMO, the calculation gives 8.83 eV. The SMILES is Cc1cc(N=O)no1. The value obtained for the relative energy (zero: lowest compared OMol25 entry of this formula, charge and spin) is 162.5 kcal per mole. As for the LUMO energy: -0.0234 Ha.

```
! wB97M-V def2-TZVPD RIJCOSX def2/J DEFGRID3
* xyz 0 1
C -2.6598 -0.7376 -0.0463
C -1.3077 -0.2601 0.0142
C -0.1667 -0.7754 0.0276
C 0.7855 0.2978 -0.0807
N 2.2484 0.2238 0.1086
O 2.7300 -0.8265 -0.0493
N 0.1274 1.4329 0.0112
O -1.1757 1.0514 -0.0226
H -3.1241 -0.1926 -0.5527
H -2.6562 -1.8217 -0.0240
H -3.3796 -0.6123 0.8467
H 0.1878 -1.9185 -0.0213
*
```

Record 2
Molecular formula: C27H16F13NNiO2SSb
Method: DFT, ωB97M-V with the def2-TZVPD basis set

The strongest force on any atom comes out at 0.86 eV/A. The value obtained for the energy is -4688.786049 hartree. For the gap between HOMO and LUMO (alpha / beta), the calculation gives 3.39 / 6.10 eV. The value obtained for the relative energy (zero: lowest compared OMol25 entry of this formula, charge and spin) is 0.9 kcal per mole. As for the LUMO energy (alpha / beta): 0.1610 / 0.1608 Ha.

```
! wB97M-V def2-TZVPD RIJCOSX def2/J DEFGRID3
* xyz -2 4
Ni 1.6261 -1.7407 -0.5980
O 1.5763 -1.0744 1.3271
N 2.6700 -0.4269 1.8276
C 2.5063 0.1892 3.0745
C 3.5102 0.9591 3.6018
C 4.7108 1.1438 2.9036
C 4.8364 0.5096 1.6187
C 3.8232 -0.2542 1.0852
S 3.8745 -0.9786 -0.4966
H 1.5514 0.0032 3.5435
H 3.3514 1.4206 4.5708
H 5.5103 1.7531 3.3090
H 5.7283 0.6342 1.0173
F -2.2692 -5.5396 0.5731
C -1.9326 -4.2305 0.5599
F -3.0167 -3.5450 0.1366
F -1.7332 -3.8681 1.8333
C -0.6802 -3.8875 -0.3304
O -0.2837 -2.6460 -0.0489
C -1.1132 -4.0493 -1.8537
F -2.1224 -4.9534 -2.0263
F -1.5594 -2.8841 -2.3196
F -0.1122 -4.4528 -2.6398
C 0.4115 -4.9798 -0.0127
F 0.1789 -6.1625 -0.6281
F 1.6238 -4.5748 -0.3776
F 0.4615 -5.2415 1.3107
F 1.5858 -2.2859 -2.4088
F -3.4400 1.4047 4.4435
C -2.7008 1.1649 3.3306
C -2.6194 -0.1231 2.8527
C -1.8560 -0.3562 1.7155
C -1.1980 0.6846 1.0627
C -1.3018 1.9709 1.5826
C -2.0560 2.2208 2.7255
Sb -0.0285 0.2232 -0.6764
C 0.8989 2.1763 -0.7874
C 0.5281 3.1778 -1.6809
C 1.1941 4.3997 -1.7031
C 2.2334 4.5932 -0.8200
F 2.8829 5.7876 -0.8405
C 2.6416 3.6268 0.0754
C 1.9666 2.4138 0.0822
C -1.6005 0.6724 -2.0985
C -1.3555 0.4120 -3.4474
C -2.3229 0.6588 -4.4147
C -3.5422 1.1522 -4.0052
F -4.4955 1.3958 -4.9423
C -3.8378 1.4004 -2.6831
C -2.8547 1.1541 -1.7294
H -3.1333 -0.9256 3.3680
H -1.7406 -1.3647 1.3420
H -0.7947 2.7963 1.0975
H -2.1351 3.2157 3.1464
H -0.2957 3.0131 -2.3686
H 0.9167 5.1887 -2.3925
H 3.4742 3.8093 0.7432
H 2.2917 1.6442 0.7761
H -0.3996 -0.0102 -3.7461
H -2.1450 0.4626 -5.4651
H -4.8169 1.7767 -2.4109
H -3.0714 1.3460 -0.6839
*
```

Record 3
Molecular formula: C6H9Cl2NO2S
Method: DFT, ωB97M-V with the def2-TZVPD basis set

The strongest force on any atom comes out at 3.75 eV/A. The value obtained for the energy is -1757.791857 hartree. For the gap between HOMO and LUMO, the calculation gives 9.39 eV. The SMILES is C[C@@](N)(CS/C(Cl)=C/Cl)C(=O)O. The value obtained for the relative energy (zero: lowest compared OMol25 entry of this formula, charge and spin) is 22.9 kcal per mole. As for the LUMO energy: 0.0204 Ha.

```
! wB97M-V def2-TZVPD RIJCOSX def2/J DEFGRID3
* xyz 0 1
C 1.6748 1.8195 1.9627
C 0.7700 0.5265 1.5915
N -0.3818 0.7204 2.4890
C 0.3908 0.7770 0.1560
S -0.3711 -0.7699 -0.5422
C -0.5197 0.0071 -2.1682
Cl 0.0385 -0.8986 -3.5463
C -1.2029 1.1736 -2.3833
Cl -1.2565 2.0591 -3.8209
C 1.5343 -0.8622 1.8228
O 1.2824 -1.4828 2.8247
O 2.4359 -1.3225 0.8620
H 2.7167 1.6687 1.8517
H 1.5595 1.9171 3.0543
H 1.2540 2.7365 1.4024
H -0.9326 -0.1096 2.4907
H -0.0625 0.9036 3.3996
H -0.3650 1.6347 0.1087
H 1.3766 0.9459 -0.3113
H -1.6258 1.6903 -1.4780
H 2.7972 -2.0217 1.3468
*
```

Record 4
Molecular formula: C4H14N3O
Method: DFT, ωB97M-V with the def2-TZVPD basis set

The strongest force on any atom comes out at 2.30 eV/A. The value obtained for the energy is -400.074355 hartree. For the gap between HOMO and LUMO, the calculation gives 9.98 eV. The value obtained for the relative energy (zero: lowest compared OMol25 entry of this formula, charge and spin) is 36.5 kcal per mole. As for the LUMO energy: -0.1144 Ha.

```
! wB97M-V def2-TZVPD RIJCOSX def2/J DEFGRID3
* xyz 1 1
C 0.4979 3.0182 0.8147
N -0.5305 3.5472 0.0969
C -1.2862 3.0002 -0.9987
O 1.0084 1.8826 0.6627
H 0.8873 3.7031 1.6223
H -0.6409 4.4988 0.2491
H -1.8399 2.0145 -0.7889
H -0.6223 2.8268 -1.8178
H -2.0643 3.6917 -1.3656
C 0.1811 -2.9114 -0.1518
N 0.7797 -4.1352 0.5804
C 0.7163 -1.6461 0.5401
N 0.1977 -0.4836 -0.2650
H -0.9394 -2.9558 -0.2541
H 0.5414 -2.9582 -1.1806
H 0.3615 -4.2254 1.5190
H 0.5641 -4.9939 0.0705
H 1.8314 -1.5979 0.4907
H 0.3031 -1.6322 1.5826
H 0.5506 0.4437 0.0759
H 0.3779 -0.6134 -1.2900
H -0.8747 -0.4737 -0.1925
*
```

Record 5
Molecular formula: C28H27LiN3O3Se
Method: DFT, ωB97M-V with the def2-TZVPD basis set

The strongest force on any atom comes out at 3.03 eV/A. The value obtained for the energy is -3882.131506 hartree. For the gap between HOMO and LUMO, the calculation gives 6.00 eV. As for the LUMO energy: 0.0835 Ha.

```
! wB97M-V def2-TZVPD RIJCOSX def2/J DEFGRID3
* xyz -1 1
Li -0.0859 0.5272 -2.5309
C -0.5766 0.9853 5.1754
O -0.0046 0.8124 3.8580
C 1.2371 0.3215 3.7390
C 1.9782 -0.0951 4.7903
C 3.2121 -0.7576 4.6741
C 3.6780 -0.9763 3.3744
C 2.8234 -0.7508 2.3199
C 1.5988 -0.1149 2.4403
N 0.6018 -0.0201 1.4608
C 0.7943 0.3055 0.1567
N 2.1056 0.5375 -0.1113
C 2.7302 0.6392 -1.3705
C 2.0441 0.6387 -2.6225
C 2.8642 0.6599 -3.7292
C 4.2347 0.6562 -3.6245
C 4.8644 0.7519 -2.3729
C 4.0918 0.8326 -1.2599
O 4.6100 0.9813 0.0301
C 6.0534 1.0187 0.1782
N -0.1935 0.2095 -0.6878
C -1.4160 -0.2221 -0.1354
C -2.3628 0.6984 0.3119
C -3.5299 0.2216 0.9564
C -3.7950 -1.1269 1.0660
C -2.9054 -2.0554 0.4919
C -1.7029 -1.6273 -0.0960
O -0.9342 -2.6185 -0.6221
C -0.4833 -2.4360 -1.9730
H -1.5807 1.4471 4.9907
H 0.0908 1.5952 5.7576
H -0.6206 0.0736 5.7523
H 1.5860 0.2370 5.8126
H 3.7764 -0.7539 5.6263
H 4.6121 -1.4065 3.0815
H 3.1017 -1.1028 1.3389
H -0.2999 0.3050 1.8266
H 2.7175 0.8243 0.6740
H 2.5155 0.6392 -4.7873
H 4.8255 0.6574 -4.5553
H 5.9262 1.0108 -2.2646
H 6.3095 1.2047 1.2318
H 6.5725 1.8182 -0.4196
H 6.5318 0.0444 -0.1935
H -2.1029 1.7390 0.1223
H -4.2960 0.8805 1.2416
H -4.7345 -1.4513 1.5562
H -3.1369 -3.1539 0.5337
H -0.5406 -3.4793 -2.3853
H 0.5219 -2.0263 -2.0397
H -1.2413 -1.8606 -2.5466
Se -2.1688 0.6533 -4.0169
C -3.9101 0.4779 -3.2969
C -4.6359 -0.7380 -3.3782
C -5.9062 -0.8053 -2.9216
C -6.5212 0.2655 -2.3045
C -5.8395 1.4960 -2.2218
C -4.5710 1.6099 -2.7662
H -4.1810 -1.5245 -3.9536
H -6.5177 -1.7104 -3.0952
H -7.4881 0.1339 -1.8373
H -6.3023 2.3622 -1.7665
H -4.0243 2.5411 -2.6830
*
```

Record 6
Molecular formula: C4H3Cl2OPS
Method: DFT, ωB97M-V with the def2-TZVPD basis set

The strongest force on any atom comes out at 3.37 eV/A. The value obtained for the energy is -1889.308869 hartree. For the gap between HOMO and LUMO (alpha / beta), the calculation gives 7.96 / 7.06 eV. The value obtained for the relative energy (zero: lowest compared OMol25 entry of this formula, charge and spin) is 94.8 kcal per mole. As for the LUMO energy (alpha / beta): -0.0576 / -0.1007 Ha.

```
! wB97M-V def2-TZVPD RIJCOSX def2/J DEFGRID3
* xyz 0 1
C -2.3446 -0.0783 -0.1962
C -1.1842 -0.7582 0.2724
C -2.2171 1.2598 -0.3616
C -0.1907 0.1288 0.2918
O 3.6036 -1.2536 1.4880
P 2.9084 -0.4889 0.4453
S -0.5357 1.7133 -0.2651
Cl 3.4394 -1.3797 -1.2976
Cl 3.6450 1.3876 0.2149
H -3.2900 -0.7186 -0.3496
H -1.0407 -1.8517 0.5339
H -2.7935 2.0395 -0.7761
*
```

Record 7
Molecular formula: C46H49N5V
Method: DFT, ωB97M-V with the def2-TZVPD basis set

The strongest force on any atom comes out at 3.30 eV/A. The value obtained for the energy is -2999.819094 hartree. For the gap between HOMO and LUMO (alpha / beta), the calculation gives 6.00 / 5.41 eV. As for the LUMO energy (alpha / beta): -0.1524 / -0.1767 Ha.

```
! wB97M-V def2-TZVPD RIJCOSX def2/J DEFGRID3
* xyz 1 3
V 0.0473 -0.0373 -0.6262
C -4.3446 2.0024 -0.6937
C -4.8025 1.5324 0.6868
C -4.8482 2.7166 1.6648
C -4.1626 0.2987 1.3240
C -5.0545 -0.3553 2.1730
C -4.7684 -1.5513 2.7907
C -3.5817 -2.1830 2.4858
C -2.6458 -1.5803 1.6619
C -1.3846 -2.3646 1.3781
C -1.7248 -3.6447 0.6009
C -0.6555 -2.7102 2.6817
C -2.8888 -0.2930 1.1319
N -1.8551 0.3384 0.4308
C -1.6684 1.6094 0.5865
C -0.8491 2.3546 -0.2814
C -0.8389 3.7470 -0.4250
C -0.1498 4.0054 -1.5940
C 0.2795 2.7750 -2.1220
N -0.1309 1.7760 -1.3153
C 1.0367 2.6504 -3.4218
C 0.7484 1.3106 -4.1016
C 0.6143 3.7685 -4.3886
C 2.5444 2.8018 -3.1678
H -5.0861 2.7072 -1.0683
H -4.3015 1.1728 -1.3969
H -3.3865 2.5150 -0.6859
H -5.8484 1.2284 0.5436
H -3.8776 3.1953 1.7788
H -5.1921 2.3965 2.6461
H -5.5444 3.4623 1.2877
H -6.0173 0.0973 2.3549
H -5.4768 -2.0008 3.4674
H -3.3839 -3.1537 2.9093
H -0.7101 -1.7494 0.7541
H -2.5655 -4.1568 1.0631
H -0.8735 -4.3222 0.5916
H -1.9889 -3.4211 -0.4325
H -1.2800 -3.3269 3.3213
H -0.3991 -1.8071 3.2334
H 0.2554 -3.2690 2.4780
H -2.1947 2.1563 1.3701
H -1.3319 4.4508 0.2147
H 0.0230 4.9708 -2.0193
H -0.2859 1.2751 -4.4452
H 0.9280 0.4832 -3.4206
H 1.3990 1.1946 -4.9659
H -0.4627 3.7759 -4.5414
H 1.0968 3.6062 -5.3509
H 0.9255 4.7451 -4.0298
H 2.9394 1.9486 -2.6250
H 2.7540 3.7024 -2.5960
H 3.0663 2.8805 -4.1187
C 5.5732 0.0206 -1.9413
C 4.9917 -0.9586 -2.7333
C 3.6462 -1.2323 -2.6209
C 2.8441 -0.5291 -1.7090
C 3.4303 0.4893 -0.9479
C 4.7840 0.7457 -1.0608
N 1.4876 -0.8221 -1.6152
N 1.1590 -1.8941 -2.2787
C -0.1619 -2.0287 -2.4489
C -0.7329 -3.0520 -3.2259
C -2.0781 -2.9898 -3.4978
C -2.8276 -1.9140 -3.0060
C -2.2088 -0.9740 -2.2143
N -0.9146 -1.0401 -1.9039
H 6.6282 0.2310 -2.0233
H 5.5881 -1.5001 -3.4497
H 3.1741 -1.9801 -3.2388
H 2.8255 1.0848 -0.2764
H 5.2250 1.5305 -0.4640
H -0.0984 -3.8402 -3.5932
H -2.5572 -3.7559 -4.0844
H -3.8777 -1.8251 -3.2288
H -2.7549 -0.1379 -1.8002
C 1.5811 1.4290 5.7736
C 1.1500 2.4099 4.8936
C 1.0249 2.1279 3.5479
C 1.3226 0.8509 3.0539
C 1.7279 -0.1353 3.9581
C 1.8692 0.1586 5.2990
C 1.1820 0.6135 1.6233
C 1.3864 -0.4759 0.8663
C 2.2227 -1.6272 1.0961
C 3.4640 -1.4748 1.7396
C 4.2681 -2.5678 1.9908
C 3.8773 -3.8353 1.5832
C 2.6911 -3.9949 0.8862
C 1.8820 -2.9066 0.6323
H 1.6987 1.6540 6.8223
H 0.9190 3.3970 5.2625
H 0.7117 2.9049 2.8630
H 1.9476 -1.1269 3.5974
H 2.2102 -0.6077 5.9778
H 0.7985 1.4989 1.1042
H 3.7770 -0.4925 2.0616
H 5.1998 -2.4350 2.5215
H 4.4961 -4.6918 1.8035
H 2.3893 -4.9715 0.5416
H 0.9615 -3.0542 0.0867
*
```

Record 8
Molecular formula: C5H4O2
Method: DFT, ωB97M-V with the def2-TZVPD basis set

The strongest force on any atom comes out at 1.10 eV/A. The value obtained for the energy is -343.216661 hartree. For the gap between HOMO and LUMO (alpha / beta), the calculation gives 5.92 / 5.92 eV. The value obtained for the relative energy (zero: lowest compared OMol25 entry of this formula, charge and spin) is 110.3 kcal per mole. As for the LUMO energy (alpha / beta): -0.0908 / -0.0950 Ha.

```
! wB97M-V def2-TZVPD RIJCOSX def2/J DEFGRID3
* xyz 0 1
O 1.7514 -1.5165 0.5813
C 1.0004 -0.6639 0.2104
O -0.5785 -2.0643 -0.9971
C -0.5977 -1.0894 -0.1873
C -1.0966 0.3400 -0.1975
C -0.0924 1.3109 -0.0854
C 1.1610 0.7743 0.0423
H -1.2008 -1.3007 0.7751
H -2.1401 0.5497 0.0248
H -0.3168 2.3733 -0.0931
H 2.1101 1.2866 -0.0734
*
```